1.
ORCA calculation (wB97M-V/def2-TZVPD) on a 2-piece molecular cluster, C14H5Cl2NO7S overall.

CARTESIAN COORDINATES (ANGSTROEM)
Cl 1.63986 0.59944 -0.35062
Cl 1.18625 -0.63979 -4.44328
S -3.59122 -3.11376 -1.95393
O 2.13774 0.68821 2.28313
O -2.44877 -0.58044 4.86168
O -2.14182 2.07230 -2.45988
O -3.62863 0.43867 -2.96104
O -0.16083 -2.07778 5.29723
O -0.04435 2.34509 2.07915
O -0.14073 2.97041 -3.03760
N -1.40947 -1.41838 -1.80776
C -0.29307 0.68705 -2.21111
C -1.38957 -0.07229 -2.15516
C -2.41722 -2.10789 -1.81614
C -0.13870 1.33313 2.80586
C 1.84777 -0.32174 -2.85292
C 1.11137 0.41762 2.94675
C -1.38515 -0.23882 4.31935
C -2.56251 0.76614 -2.54992
C -1.28077 0.92159 3.50387
C 1.03868 -0.69253 3.81311
C -0.74981 2.05261 -2.60339
C -0.10132 -1.10025 4.53120
C 3.25395 -0.77685 -2.67452
C 1.08542 0.27702 -1.93763
H 3.86694 -0.36266 -3.47870
H 3.63966 -0.45360 -1.71349
H -2.18719 1.51796 3.42912
H 1.95676 -1.26767 3.91133
H 3.30674 -1.86280 -2.77467

Atoms 1-6, force components in eV/Å:
-0.2 0.1 0.4
0.0 0.0 -0.1
-0.1 -0.1 0.3
0.1 0.2 -0.2
0.1 -0.2 0.1
-0.2 0.1 -0.9

Results
multiplicity: 1
HOMO energy: -0.035 eV
charge: -2

***

2.
ORCA calculation (wB97M-V/def2-TZVPD) on a 2-piece molecular cluster, C6H10N5S overall.

CARTESIAN COORDINATES (ANGSTROEM)
S 2.79098 -0.43142 -0.78050
N 4.71501 0.00189 0.96420
N -3.00568 1.98244 1.17688
N -1.07652 0.78710 0.56355
N 6.97772 0.00112 0.33176
N 5.31798 -0.55861 -1.23692
C -2.84378 -1.31000 -0.39748
C -3.26440 -0.21417 0.25504
C 5.97553 0.08773 1.25354
C 6.58401 -0.34811 -0.85472
C 4.35706 -0.40120 -0.28498
C -2.43150 0.94530 0.59000
H -0.81680 -0.12343 0.24581
H -0.39882 1.49974 0.72761
H 5.17341 -0.90191 -2.14612
H 6.17192 0.61479 2.23685
H -4.40310 -0.01452 0.22353
H -4.02869 2.09686 0.99782
H 7.42075 -0.63598 -1.57186
H -3.59262 -2.03545 -0.55784
H -1.92892 -1.40924 -0.88590
H -2.59473 2.90438 1.32739

Atoms 1-6, force components in eV/Å:
-0.8 -0.4 -0.1
-0.1 -1.0 0.4
-2.0 1.2 -1.1
-3.3 0.0 -0.4
0.0 -0.5 0.3
2.1 0.2 1.9

Results
multiplicity: 1
HOMO energy: -11.004 eV
charge: +1
relative energy (zero: lowest compared OMol25 entry of this formula, charge and spin): 0.0 kcal/mol

***

3.
ORCA calculation (wB97M-V/def2-TZVPD) on C4H7NO as an isolated structure.

CARTESIAN COORDINATES (ANGSTROEM)
O 2.33923 -0.44877 0.88731
N 0.48096 0.72567 0.20920
C -0.31515 -0.46021 -0.17011
C -1.72600 -0.46796 0.37487
C 1.83324 0.58683 0.53565
C -0.01638 0.18782 -1.47605
H 0.95673 -0.20486 -1.81916
H 2.38546 1.53783 0.46295
H 0.26120 -1.34399 0.10896
H -1.73784 -0.65911 1.45355
H 0.18018 1.54396 -0.34350
H -2.29699 -1.25984 -0.12052
H -2.22438 0.48490 0.17327

Atoms 1-6, force components in eV/Å:
-0.2 0.5 -0.2
0.1 0.0 -0.1
-0.1 -0.1 0.0
0.0 0.0 0.0
0.1 -0.2 0.0
0.0 -0.5 -0.2

Results
multiplicity: 1
HOMO energy: -8.845 eV
relative energy (zero: lowest compared OMol25 entry of this formula, charge and spin): 101.4 kcal/mol

***

4.
ORCA calculation (wB97M-V/def2-TZVPD) on an isolated ion of composition C22H31Cl2N10 and charge +1.

CARTESIAN COORDINATES (ANGSTROEM)
Cl 4.65188 2.50628 1.21565
Cl 6.54228 -0.50237 -0.10450
N 0.83625 -3.99155 0.14422
N -1.16970 -2.94124 -0.03626
N -2.73879 0.93995 -1.58458
N -0.67591 0.81080 -0.63990
N -4.39660 2.12557 -0.41833
N 0.77967 -1.74533 -0.45619
N -1.69060 2.92141 -0.85282
N -3.19062 -1.88702 -0.00340
N -1.90496 -1.67244 -1.88023
N -4.92024 0.46608 -1.97860
C -5.67450 2.14940 0.26501
C -3.45985 -2.23127 1.37573
C 1.37828 2.07632 -1.00881
C 0.13902 -2.88538 -0.14330
C 2.79685 -0.82583 -1.40286
C -2.03785 -2.13335 -0.61601
C 4.25095 -1.55958 0.84104
C -4.81616 0.41687 1.95086
C 3.06072 2.08916 0.69235
C 2.63786 2.44473 -0.57875
C 0.53103 1.34231 -0.17738
C -4.94844 -2.12475 1.69941
C -1.65330 1.55005 -1.01840
C -5.52392 1.75757 1.74049
C -5.57958 -0.76904 1.36217
C 4.14146 -0.52168 -1.32869
C 4.86946 -0.89039 -0.20549
C 2.90394 -1.86030 0.76465
C 2.22090 1.38378 1.54091
C -3.98060 1.22276 -1.32722
C 2.16920 -1.49803 -0.35980
C 0.96611 1.01057 1.10561
H 2.41676 -2.34462 1.59759
H 4.62752 0.00202 -2.13565
H 2.22474 -0.53511 -2.27010
H -5.48978 -2.90284 1.15905
H -4.56980 -0.02192 -2.78907
H -6.59738 -0.76589 1.75663
H -6.36906 1.47034 -0.22682
H -3.11197 -3.25362 1.54256
H -4.69594 0.26171 3.02428
H -3.87289 -1.32851 -0.49190
H -6.51914 1.72518 2.18479
H -6.08401 3.16279 0.20314
H 0.19727 -0.92270 -0.64253
H -3.65151 2.60307 0.07526
H 4.81936 -1.83059 1.71606
H -3.81789 0.47075 1.51106
H -4.95625 2.53563 2.25537
H 1.05558 2.32891 -2.00939
H -0.80742 3.35092 -0.61580
H 1.83978 -3.99913 0.08887
H -2.31020 -0.74546 -2.05788
H -5.83037 0.87824 -2.11132
H -2.24454 3.45130 -1.50790
H 0.33390 -4.84273 0.32089
H 2.55365 1.12283 2.53251
H -2.88158 -1.57539 2.03620
H 3.29352 3.00033 -1.22984
H -5.06510 -2.32063 2.76585
H -1.02557 -1.84963 -2.33848
H -5.65622 -0.66165 0.27857
H 0.30804 0.45355 1.75579

Atoms 1-6, force components in eV/Å:
0.1 0.0 0.0
0.2 0.0 0.0
0.2 0.1 -0.1
-0.3 -0.5 0.4
-0.2 0.0 -0.7
-0.2 -0.3 -0.1

Results
multiplicity: 1
HOMO energy: -10.709 eV
charge: +1
relative energy (zero: lowest compared OMol25 entry of this formula, charge and spin): 0.0 kcal/mol

***

5.
ORCA calculation (wB97M-V/def2-TZVPD) on C42H50BrN4O2V as an isolated structure.

CARTESIAN COORDINATES (ANGSTROEM)
Br 0.36767 1.15753 2.14863
V -0.37627 0.05652 -0.28008
O 3.53177 -1.53882 -3.49276
O -0.25393 -0.23937 -2.11177
N -1.76588 1.42127 -0.06632
N 1.51270 -0.03000 -0.30426
N -1.45613 -1.39262 0.38808
N 2.03752 -0.20596 -1.63183
C -5.27767 2.43498 1.54730
C 2.59311 -1.05136 -4.34789
C 5.19674 0.99580 4.19939
C 6.47516 0.54239 4.45531
C 1.85514 -2.82052 2.01260
C 6.34065 -0.89628 2.55312
C 3.10043 1.01822 2.92603
C -2.66856 -0.81818 0.00356
C -0.59577 -3.23504 1.69809
C -2.52239 5.54383 -0.05264
C -3.02583 3.32879 0.78518
C -2.26379 -2.71990 -2.44093
C 0.97106 -0.80054 -2.44112
C 1.35005 3.60411 -0.76426
C -3.28732 4.69430 0.72556
C 1.98349 -0.47173 -6.59903
C 0.43819 -2.33345 2.32890
C 0.07610 3.18762 -1.49971
C -2.91094 -3.64367 -1.41826
C 4.44072 0.52263 3.10534
C 0.09747 3.65717 -2.95456
C 1.33407 -0.63709 -3.89958
C -2.21689 -3.75003 -0.04870
C -1.55776 -5.44471 1.58378
C -1.44013 -2.78612 0.65357
C -0.68084 -4.54252 2.15361
C 2.28197 0.78703 1.84158
C 0.24329 -2.15764 3.83339
C -2.80861 0.52185 -0.21939
C 7.06755 -0.41134 3.63273
C -3.77255 2.48741 1.80704
C 2.91074 -0.97220 -5.69891
C -1.15698 3.66365 -0.74990
C 0.42177 -0.13143 -4.81274
C -1.44854 5.02092 -0.75598
C -4.43759 -3.49275 -1.39137
C 2.49956 0.36842 0.54987
C 5.06044 -0.44156 2.28586
C -2.27795 -5.04351 0.47754
C -3.48930 2.99467 3.22411
C -1.99503 2.78760 -0.01597
C 0.73820 -0.04099 -6.16103
H -5.71948 3.43423 1.59516
H 0.90940 -1.37527 4.20500
H 2.02518 -2.84812 0.93417
H 0.47128 -3.07797 4.37876
H -3.49011 -1.46986 -0.23346
H 6.77485 -1.64742 1.90267
H 0.33347 -1.35658 1.87872
H 1.36363 3.21821 0.25565
H 0.90492 3.16296 -3.50160
H -0.78443 -1.87163 4.06552
H -0.04526 -4.84940 2.97693
H 0.96097 -1.87481 -2.19387
H -0.54501 0.17817 -4.43635
H 2.22586 0.72279 -2.01075
H -2.44661 -1.66554 -2.25586
H -1.64041 -6.45689 1.96102
H -2.89134 -5.77082 -0.04563
H -2.65222 -2.96001 -3.43501
H 2.70478 1.62779 3.72932
H 7.01625 0.93430 5.30919
H -0.81663 5.68675 -1.33383
H -0.84203 3.41711 -3.45458
H -3.38967 1.46959 1.75356
H 2.03075 -3.82260 2.41283
H -5.77636 1.81429 2.29623
H 8.07108 -0.76708 3.82915
H 4.75152 1.73859 4.85271
H -3.75040 0.88942 -0.62053
H -4.88915 -4.20205 -0.69473
H 0.01604 0.35511 -6.86331
H -1.18263 -2.86276 -2.46274
H -4.09374 5.09950 1.32815
H 2.24041 -0.41177 -7.65007
H -2.73953 6.60466 -0.08964
H -4.77721 -2.49290 -1.12135
H 2.23883 3.22357 -1.27800
H -2.75851 -4.65195 -1.81570
H -5.49819 2.02189 0.56162
H 4.52071 -0.85953 1.44681
H 3.28629 -1.25472 -2.58731
H 2.59009 -2.14051 2.45218
H 0.06319 2.09774 -1.53860
H -3.93544 2.32671 3.96554
H -4.83427 -3.69948 -2.38913
H 3.49843 0.44896 0.13733
H 0.25993 4.73545 -3.03128
H 1.42947 4.69396 -0.72065
H -2.41503 3.04698 3.41105
H 3.89193 -1.29997 -6.01848
H -3.90447 3.99360 3.38196

Atoms 1-6, force components in eV/Å:
-0.1 0.3 0.0
-0.2 -0.7 0.1
0.0 0.0 -0.1
0.0 0.2 0.0
-0.3 -0.4 0.2
-0.2 -0.3 -0.6

Results
multiplicity: 2
HOMO energy (spin up / spin down): -2.983 / -2.898 eV
charge: -1
relative energy (zero: lowest compared OMol25 entry of this formula, charge and spin): 25.0 kcal/mol

***

6.
ORCA calculation (wB97M-V/def2-TZVPD) on C18H22N4OSV as an isolated structure.

CARTESIAN COORDINATES (ANGSTROEM)
V 0.37213 0.41107 -0.15091
S 2.06449 -0.98453 -0.75497
O 0.62619 1.85049 -0.91623
N 0.36289 0.30267 1.91103
N -0.91962 -1.08050 -0.38834
N 2.73775 0.81931 4.57478
N 0.44612 0.65922 4.64828
C -0.43108 2.43628 -3.00374
C 0.71711 2.76167 -2.07045
C 1.07630 -2.44474 -0.54386
C -3.07976 -2.08434 -0.44432
C -1.13240 -3.50159 -0.39509
C -0.52011 -4.77542 -0.39590
C 0.83791 -4.86445 -0.45735
C 1.52104 0.47751 2.53340
C -2.24198 -0.95858 -0.43532
C -0.33527 -2.34296 -0.42679
C 0.60415 4.16415 -1.51720
C -0.76874 0.29490 2.63941
C 2.05479 2.52273 -2.73297
C 1.63112 -3.69894 -0.54742
C -2.53113 -3.33211 -0.39577
C -0.70098 0.47676 4.00372
C 1.56549 0.65293 3.92790
C -2.81616 0.42828 -0.49817
H 1.42467 4.37540 -0.83021
H -1.60550 0.47719 4.59959
H 3.61694 0.83295 4.09323
H -2.86578 0.76255 -1.53597
H -2.20766 1.15389 0.04502
H -1.70254 0.12194 2.12771
H -3.16848 -4.21011 -0.37709
H 2.71962 0.95754 5.57016
H 1.31753 -5.83468 -0.46251
H 2.86886 2.76880 -2.04955
H -4.15179 -1.94324 -0.47617
H 2.15424 1.47860 -3.03383
H -3.82360 0.45854 -0.08862
H 2.70678 -3.78784 -0.64235
H 2.41732 0.45684 1.92948
H -1.14075 -5.66282 -0.36149
H -0.33952 4.29661 -0.98512
H -0.42865 1.37476 -3.25466
H 0.64383 4.88393 -2.33647
H -0.33147 3.00160 -3.92999
H 2.14391 3.15158 -3.61897
H -1.38820 2.69613 -2.54593

Atoms 1-6, force components in eV/Å:
0.9 -2.0 1.1
-0.1 -0.4 0.1
0.1 3.4 -1.8
-0.1 0.4 0.6
-0.7 -1.3 -0.4
-0.1 0.0 0.0

Results
multiplicity: 3
HOMO energy (spin up / spin down): -10.760 / -11.031 eV
charge: +1
relative energy (zero: lowest compared OMol25 entry of this formula, charge and spin): 0.0 kcal/mol

***

Looking at largest force on an atom for the records above, in order, we have 1.42, 3.33, 0.69, 0.73, 0.76, 3.80 eV/Å.